No. 1
40
Properties=species:S:1:pos:R:3:nbo_charge:R:1 method="wB97M-V/def2-TZVPD" total_charge=0 relative_energy_ev=1.969
Ne -0.119 -0.606 -0.236 0.000
O -0.455 1.047 -2.981 -0.962
H 0.458 1.193 -2.734 0.494
H -0.457 1.098 -3.936 0.488
O 2.274 -2.440 1.494 -0.960
H 2.331 -1.571 1.097 0.461
H 1.515 -2.846 1.076 0.481
O -2.225 -0.753 2.461 -0.968
H -2.644 -0.883 1.611 0.485
H -1.640 -0.006 2.329 0.489
O -3.095 -1.394 -0.716 -0.935
H -2.474 -0.747 -1.050 0.466
H -2.668 -2.237 -0.869 0.472
O -0.994 2.926 -0.074 -0.952
H -1.770 2.955 -0.634 0.495
H -1.234 3.443 0.695 0.479
O 0.596 -3.326 -0.377 -0.952
H 0.163 -4.174 -0.468 0.477
H -0.013 -2.702 -0.772 0.487
O 1.617 3.337 -0.023 -0.958
H 2.154 3.066 -0.767 0.457
H 0.722 3.119 -0.281 0.482
O -3.214 1.155 -3.050 -0.946
H -3.256 1.536 -3.927 0.462
H -2.278 1.088 -2.862 0.473
O 3.896 -0.187 -0.206 -0.946
H 3.580 -0.523 -1.045 0.473
H 4.819 0.015 -0.361 0.484
O -0.611 -1.923 -2.718 -0.966
H -0.210 -2.191 -3.544 0.478
H -0.412 -0.989 -2.646 0.482
O 2.699 1.339 1.918 -0.964
H 3.030 0.861 1.158 0.473
H 1.891 1.750 1.610 0.477
O -0.377 -1.906 4.279 -0.957
H -0.091 -2.814 4.184 0.459
H -0.913 -1.740 3.503 0.486
O -0.180 1.648 2.809 -0.936
H 0.087 1.942 3.680 0.488
H -0.500 2.439 2.375 0.453


No. 2
39
Properties=species:S:1:pos:R:3:nbo_charge:R:1 method="wB97M-V/def2-TZVPD" total_charge=+2 spin_multiplicity=4 relative_energy_ev=0.000
Re -0.491 0.122 0.861 1.010
C 4.123 -1.819 -0.187 -0.414
N 3.065 -1.502 -1.159 -0.300
C 3.267 -1.283 -2.512 -0.016
C 2.080 -0.978 -3.048 -0.057
N 1.139 -1.021 -2.009 -0.353
C 1.778 -1.327 -0.858 0.267
S 1.152 -1.480 0.748 0.058
C -0.257 -0.804 -2.216 0.400
C -0.746 -1.043 -3.487 -0.244
C -2.075 -0.792 -3.766 -0.079
C -2.886 -0.309 -2.754 -0.224
C -2.339 -0.135 -1.507 0.083
N -1.040 -0.387 -1.210 -0.494
H 5.036 -2.020 -0.738 0.245
H 3.850 -2.699 0.388 0.241
H 4.276 -0.977 0.482 0.239
H 4.238 -1.357 -2.970 0.268
H 1.831 -0.699 -4.055 0.262
H -0.101 -1.451 -4.249 0.251
H -2.467 -0.982 -4.757 0.260
H -3.931 -0.086 -2.914 0.266
H -2.953 0.202 -0.688 0.239
Se -4.157 -4.358 2.315 -0.340
Sb -2.856 -2.902 3.647 0.824
Se -4.149 -1.627 5.308 0.055
Se -0.689 -3.801 4.390 0.022
Se -2.253 -0.962 1.744 -0.273
C -0.635 2.928 3.448 -0.637
C 0.218 2.963 2.207 0.118
C -0.139 4.067 1.247 -0.632
O 0.068 1.665 1.501 -0.651
H -0.488 3.852 4.005 0.252
H -0.359 2.091 4.090 0.225
H -1.692 2.844 3.185 0.220
H 1.269 3.016 2.472 0.211
H -1.182 3.979 0.936 0.219
H 0.501 4.045 0.365 0.226
H -0.006 5.027 1.743 0.252


No. 3
97
Properties=species:S:1:pos:R:3:lowdin_charge:R:1 method="wB97M-V/def2-TZVPD" total_charge=0 total_energy_ev=-49420.62336 smiles=C1CCOC1.C1CCOC1.C1CCOC1.COCCOC.CO.CO.CO.CO.CO.CO.CO
C 24.713 19.611 -4.489 -0.162
C 25.334 18.230 -4.403 -0.168
C 26.689 18.494 -3.729 -0.210
O 27.037 19.840 -4.000 -0.137
C 25.952 20.525 -4.576 -0.206
H 24.069 19.864 -3.645 0.108
H 24.107 19.719 -5.388 0.109
H 25.545 17.911 -5.428 0.114
H 24.793 17.430 -3.908 0.109
H 27.435 17.799 -4.127 0.097
H 26.619 18.331 -2.643 0.119
H 26.201 20.757 -5.612 0.117
H 25.763 21.441 -4.015 0.115
C 30.886 16.899 -3.030 -0.155
C 31.219 18.041 -3.987 -0.168
C 30.217 17.835 -5.123 -0.183
O 29.874 16.446 -5.062 -0.153
C 30.516 15.778 -4.001 -0.213
H 29.985 17.171 -2.469 0.113
H 31.680 16.646 -2.328 0.111
H 32.241 18.028 -4.392 0.110
H 31.208 19.004 -3.463 0.113
H 30.649 18.108 -6.083 0.115
H 29.338 18.454 -4.923 0.098
H 31.360 15.156 -4.310 0.096
H 29.784 15.107 -3.541 0.110
C 28.346 12.384 -0.845 -0.164
C 29.133 11.369 -0.010 -0.143
C 29.094 10.103 -0.889 -0.185
O 28.288 10.408 -2.021 -0.138
C 28.427 11.779 -2.227 -0.264
H 28.742 13.403 -0.838 0.111
H 27.298 12.491 -0.557 0.109
H 28.590 11.143 0.910 0.105
H 30.124 11.719 0.254 0.107
H 28.661 9.236 -0.399 0.117
H 30.091 9.832 -1.258 0.118
H 27.722 12.224 -2.931 0.106
H 29.417 12.043 -2.647 0.117
C 28.922 11.725 -6.080 -0.084
O 27.607 12.178 -6.272 -0.203
C 27.374 13.525 -5.926 -0.188
C 25.886 13.775 -5.819 -0.171
O 25.092 13.480 -6.953 -0.193
C 24.800 12.127 -7.239 -0.080
H 29.651 12.319 -6.643 0.078
H 28.978 10.693 -6.393 0.084
H 29.246 11.817 -5.031 0.070
H 27.828 14.214 -6.653 0.130
H 27.824 13.745 -4.945 0.120
H 25.753 14.838 -5.599 0.128
H 25.485 13.279 -4.914 0.123
H 25.547 11.599 -7.832 0.075
H 23.888 12.149 -7.839 0.099
H 24.586 11.544 -6.336 0.079
C 30.776 14.870 -8.275 -0.141
O 32.206 14.927 -8.141 -0.122
H 30.536 14.416 -9.237 0.076
H 30.298 14.282 -7.488 0.049
H 30.324 15.869 -8.265 0.078
H 32.385 15.338 -7.288 0.058
C 24.798 11.244 -2.660 -0.157
O 23.967 11.164 -3.799 -0.129
H 25.722 10.698 -2.862 0.058
H 24.973 12.295 -2.453 0.077
H 24.345 10.772 -1.784 0.086
H 23.397 10.397 -3.710 0.079
C 26.058 8.379 -5.498 -0.112
O 26.357 9.276 -6.592 -0.133
H 26.652 7.472 -5.596 0.067
H 26.256 8.841 -4.529 0.074
H 24.997 8.106 -5.524 0.078
H 26.337 10.160 -6.198 0.038
C 27.909 12.097 -9.834 -0.155
O 28.843 12.344 -10.878 -0.120
H 26.866 12.289 -10.108 0.080
H 28.002 11.044 -9.546 0.082
H 28.114 12.733 -8.975 0.060
H 28.442 12.087 -11.712 0.071
C 21.754 14.961 -6.388 -0.172
O 22.916 15.185 -7.183 -0.136
H 21.895 15.272 -5.331 0.072
H 20.916 15.570 -6.734 0.070
H 21.431 13.914 -6.373 0.072
H 23.562 14.468 -7.001 0.034
C 33.278 13.019 -4.805 -0.129
O 31.876 12.697 -4.644 -0.151
H 33.467 13.425 -5.799 0.070
H 33.542 13.736 -4.025 0.073
H 33.924 12.157 -4.614 0.079
H 31.701 11.768 -4.804 0.065
C 29.485 6.882 -6.954 -0.176
O 29.007 7.927 -7.779 -0.122
H 28.674 6.193 -6.664 0.072
H 30.201 6.297 -7.525 0.074
H 29.968 7.225 -6.031 0.074
H 28.261 8.355 -7.344 0.030


No. 4
14
Properties=species:S:1:pos:R:3:nbo_charge:R:1 method="wB97M-V/def2-TZVPD" total_charge=0 relative_energy_ev=5.027
C 0.370 -2.166 1.891 -0.437
C 0.531 -1.485 0.919 -0.193
C -1.362 0.421 -0.184 -0.675
C 0.857 0.220 -1.516 -0.708
C 0.146 0.458 -0.242 0.111
S 0.943 1.552 0.872 0.142
H 0.313 -2.487 2.863 0.211
H -1.729 1.200 -0.845 0.225
H -1.716 0.505 0.796 0.234
H -1.596 -0.545 -0.633 0.247
H 0.487 -0.631 -1.996 0.244
H 0.841 1.120 -2.051 0.232
H 1.907 0.018 -1.568 0.254
H 0.007 1.821 1.693 0.113


Copy entry 2 word for word.
39
Properties=species:S:1:pos:R:3:nbo_charge:R:1 method="wB97M-V/def2-TZVPD" total_charge=+2 spin_multiplicity=4 relative_energy_ev=0.000
Re -0.491 0.122 0.861 1.010
C 4.123 -1.819 -0.187 -0.414
N 3.065 -1.502 -1.159 -0.300
C 3.267 -1.283 -2.512 -0.016
C 2.080 -0.978 -3.048 -0.057
N 1.139 -1.021 -2.009 -0.353
C 1.778 -1.327 -0.858 0.267
S 1.152 -1.480 0.748 0.058
C -0.257 -0.804 -2.216 0.400
C -0.746 -1.043 -3.487 -0.244
C -2.075 -0.792 -3.766 -0.079
C -2.886 -0.309 -2.754 -0.224
C -2.339 -0.135 -1.507 0.083
N -1.040 -0.387 -1.210 -0.494
H 5.036 -2.020 -0.738 0.245
H 3.850 -2.699 0.388 0.241
H 4.276 -0.977 0.482 0.239
H 4.238 -1.357 -2.970 0.268
H 1.831 -0.699 -4.055 0.262
H -0.101 -1.451 -4.249 0.251
H -2.467 -0.982 -4.757 0.260
H -3.931 -0.086 -2.914 0.266
H -2.953 0.202 -0.688 0.239
Se -4.157 -4.358 2.315 -0.340
Sb -2.856 -2.902 3.647 0.824
Se -4.149 -1.627 5.308 0.055
Se -0.689 -3.801 4.390 0.022
Se -2.253 -0.962 1.744 -0.273
C -0.635 2.928 3.448 -0.637
C 0.218 2.963 2.207 0.118
C -0.139 4.067 1.247 -0.632
O 0.068 1.665 1.501 -0.651
H -0.488 3.852 4.005 0.252
H -0.359 2.091 4.090 0.225
H -1.692 2.844 3.185 0.220
H 1.269 3.016 2.472 0.211
H -1.182 3.979 0.936 0.219
H 0.501 4.045 0.365 0.226
H -0.006 5.027 1.743 0.252